1.
The ion C7H6NO2 with charge +1 at a distorted geometry, computed with wB97M-V/def2-TZVPD.

Geometry as XYZ:
```
16
C7H6NO2 wB97M-V/def2-TZVPD
C -1.565 -1.449 -1.122
C -0.354 -1.733 -1.710
C -1.726 -0.594 -0.051
C 0.705 -1.001 -1.382
C 1.760 1.531 0.981
C -0.567 0.070 0.351
C 0.813 1.800 1.822
N 0.528 -0.113 -0.350
O 1.720 0.563 0.015
O 0.154 2.243 2.852
H -2.336 -2.039 -1.392
H -0.130 -2.429 -2.468
H -2.570 -0.321 0.486
H 1.625 -1.108 -1.851
H 2.693 2.057 1.168
H -0.749 2.524 2.651
```

Results
Energy relative to the best compared isomer or geometry (same formula, charge and spin), kcal/mol: 112.9
E_LUMO, Eh: -0.189
Charge: +1
2S+1: 1
Gap between HOMO and LUMO, eV: 8.59
Highest occupied orbital energy, eV: -13.742



2.
The ion C7H6NO4P with charge -2 at a distorted geometry, computed with wB97M-V/def2-TZVPD.

Geometry as XYZ:
```
19
C7H6NO4P wB97M-V/def2-TZVPD
O 5.409 2.198 0.200
C 4.491 1.385 0.233
O 4.591 0.174 -0.339
P 3.307 -1.066 -0.165
O 3.308 -1.446 1.250
O 3.729 -2.062 -1.187
N 2.149 -0.026 -0.717
C 0.860 -0.176 -0.462
C -0.049 0.989 -0.614
C -1.215 1.017 0.010
C -1.852 -0.151 0.486
C -1.055 -1.319 0.456
C 0.213 -1.326 0.021
H 3.655 1.722 0.841
H 0.482 1.853 -0.995
H -1.708 2.040 0.016
H -2.735 -0.002 0.954
H -1.638 -2.207 0.422
H 0.869 -2.192 0.060
```

Results
Energy relative to the best compared isomer or geometry (same formula, charge and spin), kcal/mol: 9.9
Structure (SMILES): O=COP([O-])([O-])=Nc1ccccc1
E_LUMO, Eh: 0.227
Charge: -2
2S+1: 1
Gap between HOMO and LUMO, eV: 5.87
Highest occupied orbital energy, eV: 0.301



3.
The ion C7H6NO4S with charge +1 at a distorted geometry, computed with wB97M-V/def2-TZVPD.

Geometry as XYZ:
```
19
C7H6NO4S wB97M-V/def2-TZVPD
C -1.755 -1.140 -2.292
C -1.320 0.046 -1.883
C -1.719 -2.446 -1.628
C -0.549 0.499 -0.794
C -1.041 -2.691 -0.517
C 1.632 0.424 1.733
C 1.917 1.626 2.643
N 0.080 -0.264 0.044
O 2.549 -0.226 1.371
O -0.501 -3.376 0.233
O 0.440 2.674 0.626
O 0.411 0.499 1.199
S 1.612 2.933 1.445
H -2.158 -1.095 -3.282
H -1.401 0.847 -2.655
H -2.130 -3.370 -1.881
H -0.586 1.613 -0.809
H 1.472 1.783 3.575
H 3.047 1.664 2.875
```

Results
Energy relative to the best compared isomer or geometry (same formula, charge and spin), kcal/mol: 82.5
E_LUMO (spin up / spin down), Eh: -0.192 / -0.297
Charge: +1
2S+1: 1
Gap between HOMO and LUMO (spin up / spin down), eV: 7.91 / 3.86
Highest occupied orbital energy (spin up / spin down), eV: -13.143 / -11.939



4.
The molecule C7H6O at a distorted geometry, computed with wB97M-V/def2-TZVPD.

Geometry as XYZ:
```
14
C7H6O wB97M-V/def2-TZVPD
C -0.725 2.757 -0.144
C -0.213 1.640 -0.227
C 0.193 0.259 0.106
O -0.153 -0.013 1.409
C 1.817 -0.049 0.098
C 3.014 0.013 -0.123
C -0.498 -0.890 -0.773
C -1.666 -1.305 -0.106
H -1.623 3.593 -0.201
H 0.252 -0.942 1.711
H 4.087 -0.333 -0.294
H -0.213 -1.340 -1.901
H -2.070 -0.908 0.841
H -2.201 -2.482 -0.398
```

Results
Energy relative to the best compared isomer or geometry (same formula, charge and spin), kcal/mol: 161.7
Structure (SMILES): C#CC(O)(C#C)C=C
E_LUMO, Eh: 0.024
2S+1: 1
Gap between HOMO and LUMO, eV: 10.35
Highest occupied orbital energy, eV: -9.684



5.
A structure of composition C7H6O3 at a distorted geometry, computed with wB97M-V/def2-TZVPD.

Geometry as XYZ:
```
16
C7H6O3 wB97M-V/def2-TZVPD
C -0.190 -0.074 1.539
C 0.575 -1.072 0.933
C 0.912 -1.131 -0.503
C 0.407 -0.195 -1.393
C -0.533 0.886 -1.505
C -1.402 1.202 -0.351
C -1.148 0.896 0.861
H 0.990 -0.458 3.127
H 1.054 -1.662 1.748
H 1.571 -2.073 -0.849
H 1.595 -0.999 -2.523
H -2.131 1.999 -0.540
H -1.851 1.279 1.742
O -0.183 -0.029 2.955
O 0.747 -0.325 -2.768
O -0.414 1.755 -2.475
```

Results
Energy relative to the best compared isomer or geometry (same formula, charge and spin), kcal/mol: 122.2
E_LUMO, Eh: -0.017
2S+1: 1
Gap between HOMO and LUMO, eV: 7.88
Highest occupied orbital energy, eV: -8.333



6.
The molecule C7H6S2 at a distorted geometry, computed with wB97M-V/def2-TZVPD.

Geometry as XYZ:
```
15
C7H6S2 wB97M-V/def2-TZVPD
S 2.657 0.149 1.760
C 2.059 -0.334 0.343
S 2.658 -1.774 -0.522
C 0.656 0.104 0.082
C -0.089 -0.554 -0.891
C -1.466 -0.324 -1.130
C -2.217 0.595 -0.368
C -1.458 1.190 0.569
C -0.076 0.950 0.832
H 3.725 -2.003 0.315
H 0.409 -1.305 -1.537
H -2.022 -0.766 -1.870
H -3.262 0.734 -0.424
H -1.987 1.821 1.260
H 0.412 1.518 1.582
```

Results
Energy relative to the best compared isomer or geometry (same formula, charge and spin), kcal/mol: 0.0
Structure (SMILES): S=C(S)c1ccccc1
E_LUMO, Eh: -0.032
2S+1: 1
Gap between HOMO and LUMO, eV: 7.91
Highest occupied orbital energy, eV: -8.774



7.
The molecule C7H7BrO2 at a distorted geometry, computed with wB97M-V/def2-TZVPD.

Geometry as XYZ:
```
17
C7H7BrO2 wB97M-V/def2-TZVPD
C -0.550 -2.710 -0.292
C -0.379 -1.299 -0.172
O 0.922 -0.768 -0.056
C 0.879 0.533 -0.009
C 2.196 1.192 0.209
C -0.403 1.047 -0.085
C -1.111 2.299 0.108
O -2.231 2.462 -0.219
C -1.269 -0.263 -0.176
Br -3.102 -0.548 -0.015
H -1.375 -3.071 -0.813
H 0.306 -3.220 -0.584
H -0.908 -2.968 0.738
H 2.102 2.245 -0.088
H 2.460 1.367 1.318
H 2.971 0.556 -0.273
H -0.509 3.146 0.408
```

Results
Energy relative to the best compared isomer or geometry (same formula, charge and spin), kcal/mol: 23.6
Structure (SMILES): Cc1oc(C)c(C=O)c1Br
E_LUMO, Eh: 0.022
2S+1: 1
Gap between HOMO and LUMO, eV: 9.20
Highest occupied orbital energy, eV: -8.593



8.
The molecule C7H7Cl at a distorted geometry, computed with wB97M-V/def2-TZVPD.

Geometry as XYZ:
```
15
C7H7Cl wB97M-V/def2-TZVPD
Cl -2.234 -0.165 -2.887
C -1.227 -1.437 -1.945
C -0.232 -1.194 -0.985
C 0.094 -0.069 -0.326
C -0.055 1.269 -0.304
C 0.455 1.888 0.967
C 1.020 0.867 1.760
C 0.785 -0.447 1.004
H -1.702 -2.356 -2.348
H 0.081 -2.112 -0.475
H -0.604 1.843 -1.127
H 0.403 2.968 1.519
H 1.522 1.020 2.808
H 1.650 -1.057 0.732
H 0.043 -1.017 1.607
```

Results
Energy relative to the best compared isomer or geometry (same formula, charge and spin), kcal/mol: 69.7
Structure (SMILES): Cl/C=C\C1=CC=CC1
E_LUMO, Eh: 0.001
2S+1: 1
Gap between HOMO and LUMO, eV: 8.08
Highest occupied orbital energy, eV: -8.064



9.
A cluster of 2 separate species, C7H7Cl3N2O4S in total at a distorted geometry, computed with wB97M-V/def2-TZVPD.

Geometry as XYZ:
```
24
C7H7Cl3N2O4S wB97M-V/def2-TZVPD
C 1.879 1.107 -0.454
C 0.410 0.984 -0.018
Cl 0.391 0.871 1.777
C -0.254 -0.286 -0.572
Cl 0.180 -0.541 -2.281
C -1.829 -0.329 -0.394
C -2.605 -0.557 -1.620
N -3.195 -0.803 -2.574
C -2.423 0.911 0.311
Cl -4.081 0.485 0.945
C -2.610 2.067 -0.567
N -2.578 2.991 -1.248
H 2.452 1.633 0.305
H 2.316 0.109 -0.519
H 1.942 1.603 -1.425
H -0.111 1.888 -0.332
H 0.164 -1.138 0.015
H -2.049 -1.173 0.260
H -1.851 1.188 1.192
O 3.321 -3.544 1.082
S 2.786 -2.214 1.454
O 3.809 -1.154 1.231
O 2.329 -2.204 2.866
O 1.607 -1.893 0.566
```

Results
E_LUMO, Eh: 0.156
Charge: -2
2S+1: 1
Gap between HOMO and LUMO, eV: 4.55
Highest occupied orbital energy, eV: -0.305



10.
The molecule C7H7ClN2S at a distorted geometry, computed with wB97M-V/def2-TZVPD.

Geometry as XYZ:
```
18
C7H7ClN2S wB97M-V/def2-TZVPD
C -2.103 -0.149 -0.057
N -0.671 -0.323 0.040
C -0.071 -1.537 0.445
N 1.414 -1.598 0.171
C 2.070 -0.571 0.033
S 3.779 -0.524 -0.041
C 3.866 1.231 0.112
C 2.693 1.824 0.154
C 1.587 0.856 -0.001
C 0.257 0.993 0.151
Cl -0.650 2.422 0.248
H -2.580 -1.083 -0.148
H -2.517 0.380 0.800
H -2.381 0.412 -0.879
H -0.395 -2.397 -0.040
H -0.005 -1.741 1.571
H 4.808 1.700 -0.097
H 2.378 2.913 0.140
```

Results
Energy relative to the best compared isomer or geometry (same formula, charge and spin), kcal/mol: 64.4
Structure (SMILES): CN1CN=c2sccc2=C1Cl
E_LUMO, Eh: 0.007
2S+1: 1
Gap between HOMO and LUMO, eV: 7.83
Highest occupied orbital energy, eV: -7.632



11.
The ion C7H7F2N2 with charge +1 at a distorted geometry, computed with wB97M-V/def2-TZVPD.

Geometry as XYZ:
```
18
C7H7F2N2 wB97M-V/def2-TZVPD
C -0.201 -2.227 -0.348
C -1.602 -1.865 -0.392
C 0.703 1.736 -0.603
C 0.779 -1.487 0.164
C -2.048 -0.717 0.052
C 0.756 -0.096 0.767
C -0.601 0.586 0.823
N 1.494 0.812 -0.119
N -0.498 1.673 -0.082
F 2.042 -1.954 0.129
F -3.222 -0.163 0.130
H 0.060 -3.198 -0.742
H -2.297 -2.584 -0.809
H 1.007 2.472 -1.330
H 1.256 -0.148 1.745
H -1.032 0.811 1.787
H 2.456 0.648 -0.374
H -1.273 2.275 -0.314
```

Results
Energy relative to the best compared isomer or geometry (same formula, charge and spin), kcal/mol: 0.0
E_LUMO, Eh: -0.144
Charge: +1
2S+1: 1
Gap between HOMO and LUMO, eV: 8.78
Highest occupied orbital energy, eV: -12.689



12.
A structure of composition C7H7HgO5S at a distorted geometry, computed with wB97M-V/def2-TZVPD.

Geometry as XYZ:
```
21
C7H7HgO5S wB97M-V/def2-TZVPD
O 0.426 -5.689 -1.026
C -0.140 -4.682 -0.895
Hg -1.594 0.099 -0.718
C -1.548 2.795 -0.235
O -1.584 3.953 -0.044
C -4.017 0.328 -1.553
O -5.048 0.810 -1.843
C -2.131 -0.257 2.011
O -2.441 -0.678 3.016
C -0.180 0.606 -3.108
O 0.315 0.578 -4.138
H -2.809 -0.691 -1.302
C 3.286 0.451 0.143
S 1.461 0.405 0.245
C 1.281 0.178 1.993
H 3.612 0.491 -0.907
H 3.698 -0.453 0.614
H 3.639 1.353 0.664
H 0.872 -0.805 2.219
H 2.267 0.262 2.447
H 0.636 0.946 2.415
```

Results
Energy relative to the best compared isomer or geometry (same formula, charge and spin), kcal/mol: 34.3
E_LUMO, Eh: -0.180
Charge: +1
2S+1: 1
Gap between HOMO and LUMO, eV: 7.28
Highest occupied orbital energy, eV: -12.172